{"formula": "CF2N2", "method": "ωB97M-V/def2-TZVPD", "homo_ev": [-12.3, -12.3], "e_above_lowest_kcal_mol": 122.24, "gap_ev": [9.11, 9.10], "e_tot_ev": -9445.3498, "elements": ["C", "N", "N", "F", "F"], "positions_angstrom": [[-0.805709, -0.161114, 0.073602], [-1.939140, -0.405471, 0.104667], [0.342525, 0.262279, -0.379788], [0.916764, 1.353505, 0.115632], [1.485558, -1.049197, 0.085885]], "forces_ev_per_a": [[-2.312, 0.037, 1.072], [0.654, -0.095, 0.347], [4.983, -2.377, -1.591], [-0.698, -0.477, 0.833], [-2.629, 2.912, -0.661]], "lowdin_charge": [-0.254, 0.244, 0.084, 0.080, -0.155]}